# 1
This record from the Open Molecules 2025 dataset describes 2 unconnected molecules or ions with the total composition CH5NO2. The level of theory is the ωB97M-V functional and the def2-TZVPD basis.

Bonds (Å) are listed after each position.
Element x y z (Å)
1 N 0.23240 0.67927 1.19735  O2 1.352, H3 1.029, H4 1.096, H5 1.087
2 O -0.83680 -0.13890 1.07143  N1 1.352
3 H 0.17844 1.36942 0.43638  N1 1.029
4 H 0.12927 1.15377 2.18047  N1 1.096
5 H 1.15146 0.12983 1.38734  N1 1.087
6 C -0.22240 -0.78283 -1.63686  O7 1.190, H8 1.107, H9 1.100
7 O 0.95841 -0.91723 -1.70149  C6 1.190
8 H -0.63861 0.08597 -1.09095  C6 1.107
9 H -0.95217 -1.57930 -1.84367  C6 1.100

The calculation puts the highest occupied orbital energy at -8.8 eV. As for the SMILES: [NH3+][O-].C=O. The HOMO-LUMO gap is 9.2 eV.


# 2
This record from the Open Molecules 2025 dataset describes 2 unconnected molecules or ions with the total composition CH5NO2. The level of theory is the ωB97M-V functional and the def2-TZVPD basis.

Bonds (Å) are listed after each position.
Element x y z (Å)
1 O 1.22411 -1.32588 0.95906  N2 1.198
2 N 1.40420 -0.17231 1.22886  O1 1.198, O3 1.197, H4 1.068
3 O 1.99633 0.65793 0.60112  N2 1.197
4 H 0.97240 0.16024 2.14689  N2 1.068
5 C -1.11591 0.13450 -0.98444  H6 1.082, H7 1.080, H8 1.076, H9 1.083
6 H -0.30299 0.65527 -1.47263  C5 1.082
7 H -1.91738 -0.01874 -1.69220  C5 1.080
8 H -0.77517 -0.82174 -0.62794  C5 1.076
9 H -1.48559 0.73073 -0.15872  C5 1.083

The calculation puts the highest occupied orbital energy at -11.9 eV. As for the SMILES: O=[NH+][O-].C. The HOMO-LUMO gap is 12.1 eV.


# 3
This record from the Open Molecules 2025 dataset describes 2 unconnected molecules or ions with the total composition CH5NO2P. The level of theory is the ωB97M-V functional and the def2-TZVPD basis.

Bonds (Å) are listed after each position.
Element x y z (Å)
1 C -1.40433 -0.96117 -0.15625  H6 1.121, H7 1.024, H8 1.174
2 N 0.79942 1.47369 0.17157  P5 1.717, H9 1.046, H10 1.045
3 O 1.88716 -0.58107 1.20249  P5 1.458
4 O 1.80366 -0.40043 -1.33350  P5 1.455
5 P 1.20636 -0.18303 -0.02432  N2 1.717, O3 1.458, O4 1.455
6 H -2.04669 -0.17740 0.32357  C1 1.121
7 H -1.45428 -0.86834 -1.17456  C1 1.024
8 H -1.42541 -2.03379 0.32008  C1 1.174
9 H 0.14123 1.98310 -0.46159  N2 1.046
10 H 0.49288 1.74844 1.13252  N2 1.045

Its net charge is -1. The calculation puts the highest occupied orbital energy at -3.2 eV. The HOMO-LUMO gap is 7.5 eV.


# 4
This record from the Open Molecules 2025 dataset describes 2 unconnected molecules or ions with the total composition CH5NO2S. The level of theory is the ωB97M-V functional and the def2-TZVPD basis.

Bonds (Å) are listed after each position.
Element x y z (Å)
1 C 0.14218 1.17563 0.17782  N2 1.412, H6 1.165, H7 1.159, H8 1.042
2 N -0.81692 0.41557 -0.52645  C1 1.412, O4 1.293
3 O 0.96527 -0.74439 -1.57098  O4 1.476, H9 0.936
4 O -0.47662 -0.52164 -1.35037  N2 1.293, O3 1.476
5 S -1.20444 -0.64704 1.91827  H10 1.461
6 H 0.51894 0.51163 1.05759  C1 1.165
7 H 0.99470 1.40372 -0.57387  C1 1.159
8 H -0.29491 2.06951 0.48618  C1 1.042
9 H 0.96414 -1.64470 -1.82550  O3 0.936
10 H -0.79234 -2.01830 2.20732  S5 1.461

Its spin multiplicity is 3. The calculation puts the highest occupied orbital energy (spin up / spin down) at -8.2 / -9.3 eV. As for the expectation value of S²: 2.01. The HOMO-LUMO gap (spin up / spin down) is 8.8 / 7.1 eV.


# 5
This record from the Open Molecules 2025 dataset describes 2 unconnected molecules or ions with the total composition CH5NO2Si. The level of theory is the ωB97M-V functional and the def2-TZVPD basis.

Bonds (Å) are listed after each position.
Element x y z (Å)
1 O -2.11035 0.68604 2.52201  N2 1.220
2 N -1.44011 0.24022 1.60487  O1 1.220, O3 1.202, H4 1.033
3 O -0.24537 0.32903 1.51190  N2 1.202
4 H -2.07942 -0.18779 0.91565  N2 1.033
5 C 0.36706 -0.75245 -1.55167  Si6 1.748, H7 1.035, H8 1.058
6 Si 1.47800 0.37990 -0.81731  C5 1.748, H9 1.395, H10 1.516
7 H -0.64320 -0.70193 -1.77027  C5 1.035
8 H 0.57860 -1.78218 -1.67385  C5 1.058
9 H 2.74298 -0.02665 -0.39363  Si6 1.395
10 H 1.35180 1.81581 -0.34769  Si6 1.516

The calculation puts the highest occupied orbital energy (spin up / spin down) at -8.4 / -8.4 eV. As for the SMILES: O=[NH+][O-].C=[SiH2]. The HOMO-LUMO gap (spin up / spin down) is 8.2 / 8.2 eV.


# 6
This record from the Open Molecules 2025 dataset describes CH5NO4S in the gas phase. The level of theory is the ωB97M-V functional and the def2-TZVPD basis.

Bonds (Å) are listed after each position.
Element x y z (Å)
1 N 1.44890 0.23117 1.25837  C2 1.449, H8 1.117, H9 0.985
2 C 1.01688 -0.62904 0.17565  N1 1.449, S3 1.849, H10 1.143, H11 1.091
3 S -0.20709 0.16690 -0.95836  C2 1.849, O4 1.471, O5 1.391, O6 1.653
4 O -0.47509 1.55191 -0.54186  S3 1.471
5 O 0.23579 0.01187 -2.26801  S3 1.391
6 O -1.55939 -0.76876 -0.78607  S3 1.653, O7 1.417
7 O -2.56176 -0.10208 -0.03773  O6 1.417, H12 0.962
8 H 0.78359 -0.03896 2.11345  N1 1.117
9 H 1.40940 1.20559 1.11994  N1 0.985
10 H 1.72756 -0.95532 -0.65808  C2 1.143
11 H 0.57551 -1.51856 0.62747  C2 1.091
12 H -2.39430 0.84527 -0.04476  O7 0.962

The calculation puts the highest occupied orbital energy at -10.3 eV. As for the SMILES: NCS(=O)(=O)OO. The HOMO-LUMO gap is 10.7 eV.


# 7
This record from the Open Molecules 2025 dataset describes CH5NOP2 in the gas phase. The level of theory is the ωB97M-V functional and the def2-TZVPD basis.

Bonds (Å) are listed after each position.
Element x y z (Å)
1 C -0.37142 1.19250 0.75244  O3 1.417, H6 1.090, H7 1.091, H8 1.092
2 N -1.65531 -2.69506 -0.65096  P5 1.528
3 O -1.24428 0.22262 1.30567  C1 1.417, P4 1.593
4 P -0.92027 -1.32687 1.48154  O3 1.593, P5 2.173
5 P -0.31586 -1.97436 -0.50315  N2 1.528, P4 2.173, H9 1.417, H10 1.404
6 H -0.34395 2.02931 1.45104  C1 1.090
7 H -0.76946 1.52950 -0.20624  C1 1.091
8 H 0.63943 0.80126 0.61654  C1 1.092
9 H 0.08386 -0.86329 -1.28674  P5 1.417
10 H 0.91613 -2.64693 -0.51918  P5 1.404

The calculation puts the highest occupied orbital energy (spin up / spin down) at -9.0 / -8.6 eV. The HOMO-LUMO gap (spin up / spin down) is 7.9 / 7.8 eV.


# 8
This record from the Open Molecules 2025 dataset describes 2 unconnected molecules or ions with the total composition CH5NOS. The level of theory is the ωB97M-V functional and the def2-TZVPD basis.

Bonds (Å) are listed after each position.
Element x y z (Å)
1 C 1.92480 1.63715 -0.05343  S4 1.651, H5 1.088, H6 1.109
2 N -2.26074 -1.10664 -0.22506  H7 0.981, H8 1.004, H9 0.975
3 O 1.48582 -0.80679 0.22993  S4 1.463
4 S 0.79128 0.47992 0.26498  C1 1.651, O3 1.463
5 H 1.63556 2.68350 -0.12867  C1 1.088
6 H 2.98705 1.35368 0.09407  C1 1.109
7 H -1.65399 -1.66524 -0.75677  N2 0.981
8 H -1.85499 -0.91785 0.67387  N2 1.004
9 H -3.05478 -1.65772 -0.09891  N2 0.975

The calculation puts the highest occupied orbital energy at -9.7 eV. The HOMO-LUMO gap is 9.3 eV.


Values of energy relative to the best compared isomer or geometry (same formula, charge and spin), in order: 439.5, 354.4, 198.0, 360.8, 385.5, 395.7, 323.1, 186.1, all in kJ/mol.
Values of molar mass, in order: 63.056, 63.056, 94.030, 95.123, 91.142, 127.121, 109.005, 79.124, all in g mol⁻¹.